The following is a DFT calculation (ωB97M-V with the def2-TZVPD basis set) of a structure of composition C4H6O.

Its LUMO energy is 0.76 eV. The net charge is 0. The calculation puts the energy above the lowest of the compared OMol25 structures with the same formula, charge and spin at 460.49 kJ/mol.

```
11
Properties=species:S:1:pos:R:3:nbo_charge:R:1
C 0.740 0.855 -0.879 -0.254
O 0.539 -0.172 0.092 -0.488
C -0.647 -0.100 1.296 -0.067
C -1.262 -1.321 0.820 -0.304
C -0.440 -1.385 -0.204 -0.079
H -0.194 1.368 -1.138 0.185
H 1.160 0.389 -1.775 0.200
H 1.465 1.566 -0.474 0.197
H -0.057 -0.086 2.216 0.205
H -1.171 0.843 1.118 0.197
H -0.134 -1.956 -1.071 0.207
```